[1]
Below is a molecular structure, C17H43AsN4Pt, with properties calculated with the ωB97M-V functional and the def2-TZVPD basis.

Values from the calculation:
total charge = +2
largest force on an atom = 3.5 eV/Å
lowest unoccupied orbital energy (alpha / beta) = -7.84 / -7.84 eV
HOMO (alpha / beta) = -13.686 / -13.680 eV

Geometry (Å):
Pt  0.8591  -0.9124  0.2086
N  1.7603  -3.1365  -0.6513
C  2.9784  -2.7849  -1.3832
C  3.9497  -2.1082  -0.4205
N  3.4122  -0.8515  0.1167
C  3.7575  0.2571  -0.7804
C  2.9126  1.4972  -0.5167
N  1.5041  1.1397  -0.6917
C  3.8939  -0.6128  1.4810
C  3.0418  -1.3470  2.5179
N  1.6697  -0.8387  2.4674
H  1.9918  -3.7949  0.0894
H  1.1049  -3.6091  -1.2710
H  2.6981  -2.1224  -2.2053
H  3.4761  -3.6611  -1.8150
H  4.9062  -1.9341  -0.9282
H  4.1357  -2.7965  0.4062
H  3.5608  -0.0652  -1.8043
H  4.8239  0.5026  -0.7047
H  3.2185  2.2924  -1.2072
H  3.0549  1.8668  0.4996
H  1.3126  0.9731  -1.6809
H  0.8904  1.8843  -0.3688
H  3.8344  0.4550  1.6940
H  4.9433  -0.9119  1.5883
H  3.4912  -1.1961  3.5065
H  3.0147  -2.4214  2.3216
H  1.6466  0.1252  2.7969
H  1.0561  -1.3888  3.0670
C  -0.5665  3.1595  1.6979
C  -1.9216  2.6931  1.1976
As  -1.8150  1.4567  -0.3349
C  -1.2925  2.7188  -1.8096
C  -2.3755  3.7089  -2.1990
C  -3.7619  1.2212  -0.5964
C  -4.1524  0.3841  -1.7958
H  -0.6777  3.7453  2.6063
H  -0.0718  3.7920  0.9612
H  0.0734  2.3030  1.9242
H  -2.5157  3.5454  0.8634
H  -2.4723  2.1945  1.9969
H  -1.0157  2.1211  -2.6827
H  -0.3999  3.2603  -1.4828
H  -3.2315  3.2024  -2.6376
H  -1.9809  4.3944  -2.9486
H  -2.7120  4.3095  -1.3549
H  -4.1413  2.2401  -0.7122
H  -4.1667  0.8027  0.3270
H  -3.6676  0.7510  -2.7012
H  -5.2296  0.4316  -1.9516
H  -3.8881  -0.6619  -1.6463
C  -1.2478  -1.8556  -1.4962
C  -2.1269  -1.4768  0.8542
C  -3.4082  -2.2489  0.8070
C  -1.8352  -0.8313  2.1716
C  -1.0084  -1.9642  0.0049
H  -1.4155  -0.8159  -1.7959
H  -2.1391  -2.4215  -1.7785
H  -0.4266  -2.2661  -2.0785
H  -4.2454  -1.6310  1.1271
H  -3.3740  -3.0994  1.4982
H  -3.6216  -2.6358  -0.1842
H  -2.7363  -0.3723  2.5762
H  -1.0518  -0.0715  2.0751
H  -1.5089  -1.5735  2.9088
H  -0.7700  -3.0120  0.2572


[2]
Below is 3 unconnected molecules or ions with the total composition C17H43F5N6O5P2S, with properties calculated with the ωB97M-V functional and the def2-TZVPD basis.

Values from the calculation:
largest force on an atom = 8.8 eV/Å
lowest unoccupied orbital energy = -0.62 eV
energy above the lowest of the compared OMol25 structures with the same formula, charge and spin = 4.922 eV
HOMO = -7.613 eV

Geometry (Å):
O  3.0843  3.5233  -0.2745
S  3.9840  2.3289  -0.2100
O  4.2724  2.0330  1.4462
O  5.5266  2.6423  -0.8082
C  5.5633  3.7885  -1.6966
C  5.6798  5.2035  -0.9201
C  6.6381  5.1383  0.3523
C  6.4002  6.3788  1.3452
F  6.6419  7.5806  0.6228
F  5.0671  6.2815  1.8040
C  7.4402  6.3753  2.5859
F  6.8331  6.7176  3.7992
F  7.9857  5.0780  2.6936
F  8.4987  7.2839  2.3880
H  5.2407  2.1622  1.6064
H  4.7447  3.8000  -2.4867
H  6.5491  3.6998  -2.2804
H  5.9921  5.9833  -1.6968
H  4.6496  5.5411  -0.5498
H  6.3929  4.2119  0.9812
H  7.7117  5.0996  -0.0284
O  -1.3022  0.7008  -1.5018
P  -1.4493  1.6659  -0.3139
N  -1.7030  0.3599  0.7878
C  -2.6382  0.2695  1.8920
C  -0.5278  -0.4859  1.0218
N  -2.9840  2.2607  -0.8500
C  -4.2191  2.2135  -0.0901
C  -3.3087  2.1095  -2.2679
N  -1.5385  2.8215  1.0311
C  -1.5229  4.2305  0.5489
C  -0.3964  2.7500  1.9709
H  -2.4257  0.9660  2.7122
H  -2.6435  -0.7340  2.3271
H  -3.6675  0.4185  1.5758
H  0.2404  0.0334  1.6066
H  -0.0705  -0.7895  0.0770
H  -0.7811  -1.4105  1.5459
H  -4.6818  1.2206  -0.1332
H  -4.9456  2.9281  -0.4938
H  -4.0836  2.5097  0.9491
H  -3.6277  1.0856  -2.4974
H  -2.4538  2.3608  -2.8968
H  -4.1140  2.7895  -2.5652
H  -0.6101  4.4410  -0.0188
H  -1.5838  4.9271  1.3888
H  -2.3736  4.4634  -0.0902
H  0.5598  2.7990  1.4410
H  -0.4096  1.8417  2.5706
H  -0.4321  3.5687  2.6955
O  -1.9172  -3.6374  0.9165
P  -2.2193  -4.9509  0.1784
N  -0.7770  -4.8422  -0.7673
C  -0.5849  -5.1502  -2.1713
C  0.4678  -5.0160  -0.0129
N  -3.5333  -4.2688  -0.7151
C  -3.6429  -4.2354  -2.1621
C  -4.1614  -3.0614  -0.1761
N  -2.6123  -6.5164  -0.5625
C  -3.9599  -6.9976  -0.1502
C  -1.7013  -7.6175  -0.1764
H  -0.7056  -6.2129  -2.4133
H  0.4157  -4.8646  -2.5081
H  -1.2463  -4.5762  -2.8148
H  0.6051  -6.0514  0.3183
H  0.4757  -4.3835  0.8780
H  1.3473  -4.7309  -0.5955
H  -3.0393  -3.4290  -2.5937
H  -4.6817  -4.0607  -2.4642
H  -3.3729  -5.1835  -2.6253
H  -3.5582  -2.1696  -0.3862
H  -4.3079  -3.1413  0.9020
H  -5.1563  -2.9062  -0.6064
H  -4.0199  -7.1128  0.9375
H  -4.1875  -7.9581  -0.6193
H  -4.7572  -6.3224  -0.4578
H  -1.5954  -7.6848  0.9107
H  -0.7094  -7.5062  -0.6108
H  -2.0672  -8.5788  -0.5482


[3]
Below is a molecular structure, C17H44Cl2N3O7Pb, with properties calculated with the ωB97M-V functional and the def2-TZVPD basis.

Values from the calculation:
total charge = +1
largest force on an atom = 2.4 eV/Å
lowest unoccupied orbital energy = -7.60 eV
HOMO = -10.674 eV

Geometry (Å):
Pb  -0.9800  -0.2402  4.3389
O  0.1969  0.4642  0.7036
H  -0.2815  1.0468  0.0821
C  2.0431  -4.0310  -3.3651
C  3.1097  -2.9659  -3.6041
C  2.6331  -1.9613  -4.6459
O  2.4440  -2.5212  -5.9554
C  3.5436  -3.1762  -6.5571
N  3.3647  -2.3635  -2.2786
H  1.8846  -4.5439  -4.3138
H  1.1214  -3.5581  -3.0258
H  2.4008  -4.7338  -2.6127
H  4.0788  -3.3609  -3.9089
H  3.3791  -1.1724  -4.7430
H  1.7398  -1.3838  -4.4081
H  3.3506  -3.4998  -7.5799
H  3.9907  -3.9707  -5.9597
H  4.2871  -2.3955  -6.7180
H  2.5536  -1.8157  -2.0292
H  3.4590  -3.0427  -1.5370
C  5.8527  0.0538  6.1827
C  5.4465  0.5366  4.7556
C  6.5507  0.5147  3.6985
O  7.6612  1.2239  4.2466
C  8.7210  1.5088  3.3628
N  4.3321  -0.3449  4.3683
H  6.1899  -0.9813  6.1297
H  4.9528  0.1665  6.7874
H  6.6906  0.6362  6.5658
H  5.0990  1.5692  4.7888
H  6.2494  0.9050  2.7264
H  6.9157  -0.4878  3.4752
H  9.4523  0.7049  3.2795
H  9.3914  2.2698  3.7621
H  8.5440  1.9961  2.4040
H  4.7470  -1.2576  4.2465
H  4.1399  -0.1323  3.3998
C  -6.1281  3.7376  1.4034
C  -4.6718  3.4091  1.2447
C  -3.8151  4.4557  0.5474
O  -3.9349  5.7650  1.0958
C  -3.0311  6.7784  0.5254
N  -4.0909  3.3091  2.5553
H  -6.7010  3.0452  2.0202
H  -6.7156  3.7042  0.4858
H  -6.3063  4.7545  1.7530
H  -4.5976  2.4223  0.7878
H  -4.1241  4.5383  -0.4946
H  -2.7655  4.1623  0.5323
H  -1.9780  6.6377  0.7690
H  -3.4079  7.7619  0.8061
H  -3.1295  6.7217  -0.5587
H  -4.8198  3.0046  3.1845
H  -3.9811  4.2551  2.8915
C  -8.0780  -5.3971  0.2073
C  -8.4212  -4.6580  -1.0899
O  -7.3048  -4.3096  -1.8151
C  -6.6986  -3.1342  -1.5702
O  -7.0696  -2.3230  -0.7898
O  -5.6444  -3.0943  -2.3520
C  -4.6923  -2.0281  -2.2834
H  -7.6279  -4.6461  0.8565
H  -7.3906  -6.2160  -0.0050
H  -8.9211  -5.8320  0.7441
H  -9.0457  -3.7871  -0.8912
H  -8.9592  -5.2982  -1.7890
H  -4.3603  -1.8994  -1.2532
H  -5.0161  -1.0649  -2.6778
H  -3.7667  -2.2721  -2.8047
C  3.5700  3.5058  -1.4715
Cl  5.1845  3.8423  -2.2134
Cl  2.2366  3.8201  -2.6976
H  3.4716  2.4888  -1.0917
H  3.4770  4.1844  -0.6237


[4]
Below is 3 unconnected molecules or ions with the total composition C17H44N3O7P2S, with properties calculated with the ωB97M-V functional and the def2-TZVPD basis.

Values from the calculation:
total charge = -1
largest force on an atom = 8.3 eV/Å
lowest unoccupied orbital energy = 2.64 eV
HOMO = -3.753 eV

Geometry (Å):
C  5.7867  4.4848  0.3811
C  5.0589  3.1869  1.1217
O  4.7760  3.2908  2.4445
N  4.7935  1.9381  0.2990
C  5.3363  0.7087  0.9938
C  3.3180  1.6818  0.0874
C  2.4099  1.1857  1.3592
O  1.0510  1.7042  1.1391
P  1.0270  3.1347  0.0930
P  -0.5228  3.8000  1.5367
S  -1.6541  2.2495  2.0350
O  2.5275  2.6607  -0.7256
H  5.1437  4.9270  -0.4947
H  5.9916  5.3621  1.1442
H  6.8405  4.1066  -0.0206
H  4.9243  -0.2772  0.4709
H  5.0319  0.6235  2.1285
H  6.5260  0.6774  0.9364
H  3.3435  0.7626  -0.6730
H  2.2600  0.0238  1.2817
H  2.8019  1.3124  2.4551
H  1.9281  3.9454  0.9085
H  0.7327  4.1668  -0.8735
H  0.1327  2.3265  -0.7220
H  -1.3873  4.8069  0.9752
H  0.1406  4.1955  2.7636
C  0.9927  -2.6521  -4.9968
O  1.6819  -1.4139  -4.8773
C  1.4262  -0.4941  -5.9451
C  0.4784  0.6339  -5.5022
N  -0.8905  0.1443  -5.3067
C  -1.7619  1.0422  -4.5387
C  -1.2924  1.5270  -3.1497
O  -1.2912  0.5247  -2.1335
C  -0.2111  -0.3946  -2.2019
H  1.4659  -3.3707  -4.3220
H  -0.0513  -2.5544  -4.6934
H  1.0469  -3.0481  -6.0148
H  1.0648  -1.0006  -6.8488
H  2.3920  -0.0419  -6.1918
H  0.4670  1.4196  -6.2645
H  0.8914  1.0583  -4.5837
H  -0.8646  -0.7507  -4.8309
H  -2.7092  0.5074  -4.4020
H  -1.9854  1.9176  -5.1612
H  -2.0183  2.2777  -2.8144
H  -0.3299  2.0493  -3.1801
H  0.7258  0.0955  -2.5015
H  -0.4617  -1.2011  -2.8867
H  -0.0636  -0.8345  -1.2178
C  -3.4431  -1.7745  6.0933
O  -4.1597  -2.8135  5.4380
C  -5.1352  -2.3509  4.4968
C  -4.6525  -2.5365  3.0479
N  -3.5712  -1.6028  2.7145
C  -2.8076  -1.9499  1.5096
C  -2.1863  -3.3597  1.4022
O  -1.0791  -3.5949  2.2717
C  -1.4240  -3.8264  3.6296
H  -2.9547  -2.2016  6.9735
H  -2.6619  -1.3661  5.4495
H  -4.1079  -0.9715  6.4239
H  -5.4432  -1.3167  4.6959
H  -6.0165  -2.9842  4.6394
H  -5.4886  -2.3680  2.3616
H  -4.3344  -3.5770  2.9461
H  -2.9225  -1.5458  3.4916
H  -1.9917  -1.2206  1.4429
H  -3.4498  -1.7797  0.6364
H  -1.7811  -3.4506  0.3872
H  -2.9262  -4.1627  1.4909
H  -2.3419  -4.4234  3.7232
H  -1.5269  -2.8755  4.1467
H  -0.6140  -4.3733  4.1077